[1]
The following is a quantum chemistry calculation of C28H41IrN7O8PS3 as an isolated structure at a distorted geometry, from OMol25.

Last column: Löwdin charge in e.
Atoms and positions in Å:
Ir: -0.046 -0.533 0.617  1.313
C: 7.332 1.176 4.579  -0.034
C: 6.259 0.635 3.681  -0.247
C: 6.578 -0.086 2.535  -0.011
C: 5.587 -0.580 1.700  -0.028
C: 4.260 -0.338 2.023  -0.295
C: 3.909 0.381 3.162  -0.051
C: 4.911 0.865 3.977  -0.024
S: 3.026 -1.113 1.059  0.622
O: 2.455 -2.209 1.855  -0.394
O: 3.573 -1.507 -0.210  -0.256
N: 1.853 0.000 0.943  -0.340
C: 2.166 0.981 -0.119  -0.147
C: 1.696 0.378 -1.444  -0.576
O: 2.153 0.592 -2.526  0.140
O: 0.610 -0.418 -1.279  -0.262
H: 8.305 0.756 4.334  0.083
H: 7.113 0.958 5.624  0.088
H: 7.400 2.261 4.479  0.094
H: 7.616 -0.264 2.288  0.124
H: 5.833 -1.140 0.809  0.121
H: 2.864 0.552 3.387  0.101
H: 4.656 1.435 4.863  0.121
H: 3.219 1.254 -0.166  0.136
H: 1.564 1.870 0.054  0.111
N: -5.521 0.192 -0.687  0.131
C: -4.983 -0.819 0.284  -0.151
P: -3.433 -1.475 -0.549  0.505
O: -3.605 -0.896 -1.927  -0.322
O: -2.251 -1.111 0.318  -0.427
C: -3.759 -3.269 -0.634  -0.261
N: -2.713 -4.055 -1.306  -0.033
H: -5.332 1.150 -0.394  0.131
H: -6.517 0.091 -0.872  0.168
H: -4.935 -0.006 -1.561  0.107
H: -5.723 -1.606 0.419  0.107
H: -4.790 -0.346 1.241  0.092
H: -4.717 -3.341 -1.161  0.107
H: -3.901 -3.647 0.383  0.094
H: -1.249 -3.751 -0.926  0.004
H: -2.531 -3.660 -2.225  0.118
H: -3.055 -4.996 -1.466  0.125
C: -2.372 -5.581 5.148  -0.029
C: -1.652 -4.959 3.988  -0.248
C: -2.167 -5.028 2.698  -0.018
C: -1.505 -4.451 1.627  -0.063
C: -0.304 -3.784 1.840  -0.329
C: 0.250 -3.725 3.116  -0.049
C: -0.429 -4.315 4.168  -0.008
S: 0.460 -2.952 0.441  1.056
C: 1.672 -4.080 -0.235  -0.129
O: -0.630 -3.017 -0.700  -0.367
H: -3.427 -5.737 4.927  0.083
H: -2.288 -4.962 6.041  0.086
H: -1.937 -6.553 5.388  0.100
H: -3.096 -5.557 2.522  0.122
H: -1.937 -4.543 0.641  0.074
H: 1.191 -3.234 3.290  0.101
H: 0.012 -4.277 5.156  0.129
H: 1.097 -4.967 -0.498  0.088
H: 2.425 -4.276 0.520  0.080
H: 2.107 -3.593 -1.106  0.086
C: -2.035 0.097 5.767  -0.050
N: -1.017 -0.154 4.763  0.057
C: -1.265 -0.404 3.473  -0.576
N: -2.532 -0.478 3.046  0.229
O: -0.289 -0.567 2.694  -0.153
H: -1.544 0.351 6.701  0.098
H: -2.655 -0.785 5.943  0.091
H: -2.666 0.940 5.479  0.092
H: -0.044 -0.136 5.017  0.156
H: -3.298 -0.446 3.695  0.106
H: -2.665 -0.728 2.072  0.048
N: -1.479 1.088 -1.896  0.164
C: -1.559 1.639 -0.709  -0.648
N: -0.774 1.358 0.335  -0.070
C: -1.010 2.248 1.402  -0.293
C: -0.249 2.344 2.559  -0.031
C: -0.612 3.280 3.514  -0.057
C: -1.705 4.124 3.323  -0.065
C: -2.437 4.067 2.148  -0.072
C: -2.068 3.128 1.198  -0.456
S: -2.742 2.890 -0.398  1.125
H: -0.724 0.416 -2.068  0.094
H: -2.165 1.290 -2.602  0.120
H: 0.615 1.705 2.690  0.098
H: -0.019 3.376 4.415  0.115
H: -1.965 4.851 4.079  0.115
H: -3.247 4.760 1.965  0.118

net charge: +2
LUMO: -5.09 eV
relative energy (zero: lowest compared OMol25 entry of this formula, charge and spin): 1.951 eV
HOMO energy: -13.0 eV
orbital gap: 7.94 eV


[2]
The following is a quantum chemistry calculation of C28H41IrN7O8PS3 as an isolated structure, from OMol25.

Last column: Löwdin charge in e.
Atoms and positions in Å:
Ir: -0.210 -0.774 0.723  1.288
C: 7.217 2.164 3.896  -0.035
C: 6.128 1.325 3.293  -0.249
C: 6.395 0.440 2.255  -0.012
C: 5.386 -0.322 1.684  -0.033
C: 4.093 -0.194 2.166  -0.293
C: 3.799 0.682 3.205  -0.050
C: 4.815 1.434 3.760  -0.023
S: 2.827 -1.192 1.475  0.612
O: 2.218 -2.012 2.502  -0.336
O: 3.382 -1.879 0.334  -0.291
N: 1.686 -0.112 1.025  -0.328
C: 2.091 0.611 -0.195  -0.156
C: 1.450 0.018 -1.440  -0.578
O: 1.815 0.244 -2.558  0.133
O: 0.342 -0.710 -1.198  -0.259
H: 8.201 1.829 3.575  0.082
H: 7.179 2.129 4.985  0.088
H: 7.103 3.208 3.598  0.093
H: 7.407 0.343 1.884  0.123
H: 5.594 -1.007 0.874  0.119
H: 2.786 0.767 3.575  0.098
H: 4.595 2.118 4.571  0.121
H: 3.171 0.631 -0.330  0.130
H: 1.758 1.649 -0.120  0.126
N: -4.816 0.603 -1.600  0.140
C: -4.796 -0.310 -0.404  -0.145
P: -3.357 -1.460 -0.735  0.495
O: -3.089 -1.225 -2.186  -0.301
O: -2.338 -1.147 0.348  -0.455
C: -4.016 -3.150 -0.547  -0.242
N: -3.135 -4.084 -1.271  0.000
H: -4.422 1.517 -1.375  0.135
H: -5.748 0.743 -1.988  0.170
H: -4.181 0.117 -2.296  0.114
H: -5.750 -0.829 -0.344  0.108
H: -4.654 0.285 0.494  0.099
H: -5.030 -3.153 -0.956  0.104
H: -4.068 -3.421 0.509  0.104
H: -1.810 -3.847 -0.765  0.021
H: -3.075 -3.797 -2.248  0.122
H: -3.519 -5.024 -1.261  0.129
C: -2.120 -6.333 5.188  -0.028
C: -1.649 -5.494 4.037  -0.242
C: -2.117 -5.722 2.745  -0.013
C: -1.650 -4.981 1.671  -0.057
C: -0.720 -3.977 1.900  -0.347
C: -0.220 -3.731 3.176  -0.059
C: -0.695 -4.494 4.228  -0.001
S: -0.019 -3.066 0.553  0.976
C: 1.453 -3.991 0.192  -0.143
O: -0.856 -3.357 -0.715  -0.346
H: -3.069 -6.817 4.970  0.085
H: -2.231 -5.736 6.093  0.088
H: -1.388 -7.115 5.402  0.101
H: -2.842 -6.508 2.570  0.125
H: -2.000 -5.217 0.677  0.099
H: 0.534 -2.974 3.329  0.082
H: -0.302 -4.319 5.222  0.129
H: 1.098 -4.987 -0.069  0.093
H: 2.073 -3.988 1.085  0.072
H: 1.968 -3.494 -0.626  0.079
C: -2.318 -0.252 5.860  -0.048
N: -1.302 -0.546 4.865  0.060
C: -1.518 -0.600 3.547  -0.569
N: -2.755 -0.382 3.074  0.231
O: -0.539 -0.847 2.794  -0.171
H: -1.844 -0.215 6.836  0.098
H: -3.086 -1.027 5.888  0.093
H: -2.780 0.720 5.678  0.094
H: -0.345 -0.685 5.144  0.159
H: -3.536 -0.254 3.691  0.107
H: -2.890 -0.562 2.088  0.058
N: -1.416 1.254 -1.641  0.141
C: -1.322 1.785 -0.425  -0.663
N: -0.710 1.245 0.615  -0.052
C: -0.695 2.140 1.712  -0.278
C: 0.037 2.000 2.885  -0.032
C: -0.057 2.992 3.847  -0.052
C: -0.848 4.122 3.654  -0.062
C: -1.537 4.298 2.467  -0.070
C: -1.439 3.300 1.510  -0.454
S: -2.070 3.329 -0.119  1.128
H: -0.946 0.367 -1.842  0.078
H: -1.759 1.806 -2.407  0.120
H: 0.683 1.145 3.008  0.077
H: 0.518 2.898 4.759  0.114
H: -0.897 4.885 4.418  0.116
H: -2.112 5.195 2.284  0.119

net charge: +2
LUMO: -4.96 eV
relative energy (zero: lowest compared OMol25 entry of this formula, charge and spin): 0.725 eV
HOMO energy: -12.9 eV
orbital gap: 7.96 eV